Computed, not measured: 2 unconnected molecules or ions with the total composition C9H15Cl2N2O in a non-equilibrium geometry, with the ωB97M-V functional and the def2-TZVPD basis.

Each line ends with the natural charge from an NBO analysis.
Positions of all 29 atoms, in Å:
N1 -1.366 -1.287 -1.622  -0.84
C1 -1.535 0.189 -1.482  -0.26
C2 -1.417 0.741 0.028  0.11
O1 -2.280 0.071 0.978  -0.71
C3 0.130 0.848 0.565  -0.53
C4 0.766 -0.584 0.849  0.14
C5 1.696 -1.208 -0.231  -0.24
C6 2.277 -2.618 0.030  0.07
N2 1.942 -3.298 1.265  -0.49
C7 1.104 -2.768 2.309  0.08
C8 0.443 -1.358 2.174  -0.26
H1 -1.684 -1.811 -0.798  0.35
H2 -0.424 -1.556 -1.925  0.36
H3 -0.689 0.669 -2.108  0.21
H4 -2.554 0.496 -1.909  0.22
H5 -1.783 1.839 -0.002  0.21
H6 -2.037 -0.875 1.082  0.46
H7 0.131 1.495 1.521  0.26
H8 0.736 1.457 -0.209  0.26
H9 1.900 -0.578 -1.168  0.28
H10 2.931 -3.070 -0.789  0.28
H11 2.330 -4.243 1.395  0.45
H12 0.882 -3.335 3.275  0.27
H13 -0.226 -0.887 2.967  0.29
C9 -0.347 4.452 -1.228  -0.40
Cl1 0.927 4.076 -0.066  -0.02
Cl2 -0.382 3.263 -2.533  -0.02
H14 -1.307 4.442 -0.715  0.23
H15 -0.164 5.439 -1.651  0.24

## Properties
Energy above the lowest of the compared OMol25 structures with the same formula, charge and spin in kcal/mol: 67.4
Orbital gap in eV: 7.153
Net charge: +1
Calculated total energy in Eh: -1456.685313
2S+1: 1

Computed, not measured: a single C2H4N2O2S molecule in a non-equilibrium geometry, with the ωB97M-V functional and the def2-TZVPD basis.

Each line ends with the natural charge from an NBO analysis.
Positions of all 11 atoms, in Å:
O1 -0.886 2.092 -0.744  -0.59
C1 0.169 1.633 -1.148  0.63
O2 0.397 0.340 -1.378  -0.33
N1 -0.639 -0.492 -1.010  -0.30
C2 -0.460 -0.881 0.291  0.22
N2 0.663 -0.837 0.880  -0.60
S1 0.683 -1.500 2.455  0.16
H1 1.002 2.243 -1.493  0.14
H2 -1.498 0.012 -1.183  0.39
H3 -1.438 -1.305 0.657  0.16
H4 2.006 -1.304 2.674  0.12

## Properties
Energy above the lowest of the compared OMol25 structures with the same formula, charge and spin in kcal/mol: 63.3
Orbital gap in eV: 9.582
Net charge: 0
Calculated total energy in Eh: -736.704102
2S+1: 1

Computed, not measured: a single CH4N2OS molecule in a non-equilibrium geometry, with the ωB97M-V functional and the def2-TZVPD basis.

Each line ends with the natural charge from an NBO analysis.
Positions of all 9 atoms, in Å:
C1 0.960 -0.138 0.070  0.01
N1 0.222 -1.065 -0.361  -0.18
N2 -0.698 1.365 -0.171  -0.99
O1 -0.929 -1.237 0.291  -0.49
S1 -1.934 0.301 -0.041  0.50
H1 0.764 0.077 1.089  0.21
H2 1.851 0.247 -0.313  0.22
H3 0.367 -1.371 -1.352  0.39
H4 -0.604 1.821 0.790  0.33

## Properties
Energy above the lowest of the compared OMol25 structures with the same formula, charge and spin in kcal/mol: 115.1
Orbital gap in eV: 8.189
Net charge: 0
Calculated total energy in Eh: -623.275727
2S+1: 1

Computed, not measured: 2 unconnected molecules or ions with the total composition C2H6FN2 in a non-equilibrium geometry, with the ωB97M-V functional and the def2-TZVPD basis.

Each line ends with the natural charge from an NBO analysis.
Positions of all 11 atoms, in Å:
C1 -0.711 0.427 -0.476  0.94
C2 1.265 -0.699 0.230  -0.45
N1 -1.894 0.908 -0.532  -0.69
N2 0.398 0.499 0.070  -0.49
F1 -0.763 -1.032 -1.897  -0.53
H1 2.086 -0.526 1.035  0.27
H2 1.740 -0.926 -0.765  0.28
H3 0.640 -1.576 0.396  0.26
H4 -2.418 0.993 0.285  0.46
H5 -2.311 0.721 -1.434  0.49
H6 0.710 1.326 0.445  0.46

## Properties
Energy above the lowest of the compared OMol25 structures with the same formula, charge and spin in kcal/mol: 94.6
Orbital gap in eV: 10.477
Net charge: +1
Calculated total energy in Eh: -288.796705
2S+1: 1

Computed, not measured: a molecular structure, CH2I2S in a non-equilibrium geometry, with the ωB97M-V functional and the def2-TZVPD basis.

Each line ends with the natural charge from an NBO analysis.
Positions of all 6 atoms, in Å:
C1 -1.205 -0.102 -1.289  -0.70
S1 2.544 0.452 1.474  -0.30
I1 0.581 -0.636 -0.470  0.44
I2 -3.006 -0.854 -0.572  0.23
H1 -1.250 0.825 -1.921  0.22
H2 2.336 0.313 2.777  0.11

## Properties
Energy above the lowest of the compared OMol25 structures with the same formula, charge and spin in kcal/mol: 68.1
Orbital gap (spin up / spin down) in eV: 8.340 / 6.102
Net charge: 0
Calculated total energy in Eh: -1032.748334
2S+1: 1

Computed, not measured: a molecular structure, C38H33BeF9N2P2STe4 in a non-equilibrium geometry, with the ωB97M-V functional and the def2-TZVPD basis.

Each line ends with the Löwdin charge.
Positions of all 90 atoms, in Å:
Be1 0.590 0.626 0.406  -0.56
Te1 2.505 0.862 -1.008  0.67
Te2 3.565 3.244 -0.036  0.06
Te3 1.104 4.219 -0.616  0.02
Te4 -0.616 2.621 0.795  0.35
F1 -8.887 0.927 1.302  0.14
C1 -8.107 1.678 0.500  -0.59
F2 -8.741 1.734 -0.684  0.14
F3 -8.133 2.918 1.002  0.14
C2 -6.722 1.114 0.366  -0.12
C3 -6.580 -0.154 -0.188  0.00
C4 -5.319 -0.691 -0.353  -0.07
C5 -4.198 0.028 0.054  -0.35
C6 -4.352 1.289 0.616  -0.08
C7 -5.612 1.842 0.767  0.00
P1 -2.483 -0.608 -0.131  1.04
C8 -2.401 -0.558 -1.964  -0.38
C9 -1.762 0.552 -2.510  -0.10
C10 -1.546 0.652 -3.869  0.01
C11 -1.996 -0.363 -4.703  -0.11
C12 -2.681 -1.453 -4.177  0.00
C13 -2.885 -1.548 -2.813  -0.07
C14 -1.734 -0.300 -6.181  -0.59
F4 -1.336 0.914 -6.585  0.14
F5 -0.763 -1.159 -6.560  0.13
F6 -2.816 -0.615 -6.913  0.14
C15 -2.724 -2.372 0.266  -0.38
C16 -3.473 -2.691 1.400  -0.10
C17 -3.391 -3.946 1.973  0.00
C18 -2.527 -4.892 1.432  -0.12
C19 -1.820 -4.607 0.267  0.00
C20 -1.925 -3.359 -0.314  -0.13
C21 -2.336 -6.228 2.088  -0.59
F7 -3.022 -7.208 1.472  0.14
F8 -1.049 -6.625 2.085  0.14
F9 -2.731 -6.241 3.370  0.14
H1 -7.456 -0.709 -0.491  0.13
H2 -5.204 -1.671 -0.795  0.11
H3 -3.481 1.846 0.931  0.03
H4 -5.728 2.827 1.190  0.12
H5 -1.417 1.344 -1.857  0.04
H6 -1.026 1.501 -4.287  0.13
H7 -3.047 -2.226 -4.838  0.12
H8 -3.414 -2.400 -2.410  0.10
H9 -4.107 -1.935 1.845  0.10
H10 -3.977 -4.182 2.848  0.12
H11 -1.168 -5.351 -0.164  0.13
H12 -1.354 -3.137 -1.201  0.06
S1 0.509 -1.300 -0.647  0.63
C22 2.259 -1.435 -0.602  -1.08
N1 2.851 -1.793 0.608  -0.06
C23 4.284 -1.656 0.598  -0.23
C24 4.853 -2.526 -0.515  -0.16
C25 4.217 -2.086 -1.828  -0.22
N2 2.789 -2.123 -1.680  -0.06
H13 2.418 -1.297 1.383  0.03
H14 4.673 -1.948 1.574  0.13
H15 4.564 -0.592 0.407  0.09
H16 4.601 -3.572 -0.326  0.12
H17 5.938 -2.428 -0.555  0.12
H18 4.506 -2.743 -2.650  0.13
H19 4.561 -1.056 -2.061  0.09
H20 2.254 -2.005 -2.528  0.12
C26 0.375 -2.160 2.711  -0.22
P2 0.521 -0.340 2.535  0.96
C27 1.782 0.089 3.788  -0.36
C28 1.625 -0.243 5.132  -0.08
C29 2.592 0.130 6.045  -0.07
C30 3.708 0.844 5.632  -0.08
C31 3.866 1.180 4.298  -0.07
C32 2.902 0.805 3.380  -0.10
C33 -0.961 0.229 3.418  -0.40
C34 -2.081 -0.572 3.613  -0.10
C35 -3.176 -0.075 4.298  -0.08
C36 -3.175 1.231 4.757  -0.08
C37 -2.072 2.042 4.543  -0.07
C38 -0.962 1.540 3.890  -0.19
H21 -0.372 -2.507 1.995  0.02
H22 0.081 -2.443 3.722  0.06
H23 1.325 -2.630 2.461  0.05
H24 0.738 -0.769 5.458  0.11
H25 2.477 -0.132 7.087  0.11
H26 4.444 1.157 6.355  0.10
H27 4.733 1.737 3.975  0.11
H28 3.010 1.092 2.338  0.04
H29 -2.096 -1.591 3.264  0.07
H30 -4.030 -0.712 4.481  0.11
H31 -4.027 1.613 5.297  0.10
H32 -2.075 3.066 4.885  0.11
H33 -0.077 2.152 3.777  0.08

## Properties
Energy above the lowest of the compared OMol25 structures with the same formula, charge and spin in kcal/mol: 11.3
Orbital gap in eV: 6.180
Net charge: 0
Calculated total energy in Eh: -4644.068768
2S+1: 1

Respective molar mass values: 238.14 120.13 92.12 77.08 299.90 1302.11 g mol⁻¹.